Record 1
One molecule with the formula C5H8N2. Source: the OMol25 dataset; level of theory: the ωB97M-V functional and the def2-TZVPD basis.

LUMO level: 0.033 Eh
DFT total energy: -304.818494 Eh
HOMO level: -7.437 eV
Multiplicity: 1
Structure (SMILES): Cc1c[nH]c(N)c1
Orbital gap: 8.343 eV
Molecular weight: 96.13 g mol⁻¹
ΔE to the lowest compared entry with this formula, charge and spin: 10.7 kcal/mol

```
15
Properties=species:S:1:pos:R:3:forces:R:3
C 0.11038 -1.23106 2.11831 0.045 -0.069 0.093
C 0.05656 -0.53470 0.78253 -0.195 -0.113 -0.023
C -1.12853 -0.39637 0.12487 -0.220 -0.094 0.133
N -0.91394 0.36040 -0.98894 -0.059 0.122 -0.084
C 0.39397 0.74612 -1.07064 -0.281 -0.237 0.141
N 0.67488 1.68775 -2.09279 0.288 0.000 -0.238
C 1.04683 0.17474 0.01933 -0.077 0.037 -0.118
H 1.09782 -1.58528 2.42400 -0.014 0.100 -0.214
H -0.25767 -0.56901 2.91277 0.164 -0.065 -0.125
H -0.56012 -2.09978 2.10538 0.178 0.133 0.012
H -2.11173 -0.76017 0.36911 -0.017 -0.019 0.033
H -1.62373 0.64974 -1.63530 -0.041 -0.033 -0.025
H 1.29105 1.39611 -2.84491 0.150 -0.240 0.425
H -0.19196 1.96540 -2.54529 0.228 0.094 0.214
H 2.09926 0.16787 0.27589 -0.151 0.384 -0.225
```
Positions in Å, forces in eV/Å.

=====

Record 2
One molecule with the formula C5H8N2 in a non-equilibrium geometry. Source: the OMol25 dataset; level of theory: the ωB97M-V functional and the def2-TZVPD basis.

LUMO level: 0.039 Eh
DFT total energy: -304.731191 Eh
HOMO level: -9.268 eV
Multiplicity: 1
Structure (SMILES): C/N=C/[C@]1(C)C=N1
Orbital gap: 10.336 eV
Molecular weight: 96.13 g mol⁻¹
ΔE to the lowest compared entry with this formula, charge and spin: 65.5 kcal/mol

```
15
Properties=species:S:1:pos:R:3:forces:R:3
C -2.63954 -0.52449 -0.31582 -0.362 -0.155 -0.074
N -1.45733 0.21883 0.02684 0.188 -0.235 0.126
C -0.32965 -0.30287 -0.19607 -0.373 0.139 0.242
C 0.92126 0.41448 0.14563 0.035 0.262 -0.447
C 2.21774 -0.31547 -0.15482 0.286 0.105 -0.171
C 0.89395 1.52566 1.06364 0.015 0.526 -0.237
N 0.73210 2.01481 -0.06865 0.805 -1.275 -0.038
H -3.24443 0.04861 -1.02306 0.071 -0.008 0.017
H -3.25254 -0.64492 0.58283 0.065 -0.004 -0.075
H -2.44832 -1.52141 -0.74191 0.075 0.109 0.021
H -0.22386 -1.28584 -0.68179 0.018 0.067 0.106
H 3.05504 0.37126 -0.22921 0.038 0.245 0.035
H 2.21862 -0.89099 -1.08374 -0.322 0.142 -0.053
H 2.48830 -1.03222 0.63202 -0.296 0.178 0.052
H 1.06866 1.92455 2.04409 -0.244 -0.098 0.496
```
Positions in Å, forces in eV/Å.

=====

Record 3
One molecule with the formula C5H8N2 in a non-equilibrium geometry. Source: the OMol25 dataset; level of theory: the ωB97M-V functional and the def2-TZVPD basis.

LUMO level: 0.037 Eh
DFT total energy: -304.779912 Eh
HOMO level: -8.776 eV
Multiplicity: 1
Structure (SMILES): Cc1cnn(C)c1
Orbital gap: 9.771 eV
Molecular weight: 96.13 g mol⁻¹
ΔE to the lowest compared entry with this formula, charge and spin: 34.9 kcal/mol

```
15
Properties=species:S:1:pos:R:3:forces:R:3
C 1.33444 -0.21319 -2.09828 0.086 -0.163 -0.019
N 0.86856 -0.40583 -0.72861 -0.399 -0.137 -0.004
C -0.42200 -0.17343 -0.41400 -0.209 0.189 -0.120
C -0.55499 -0.06106 0.95232 0.075 -0.160 -0.288
C -1.68148 0.75544 1.57623 0.023 -0.240 0.058
C 0.72052 -0.52657 1.38505 0.274 0.166 -0.032
N 1.60191 -0.64905 0.37273 -0.660 -0.176 0.234
H 1.26237 -1.14190 -2.66884 0.147 0.019 0.056
H 2.35599 0.16858 -2.14169 -0.119 -0.175 0.287
H 0.67997 0.53261 -2.56799 0.235 -0.234 0.142
H -1.17586 -0.37300 -1.15627 -0.231 0.992 -0.279
H -2.09060 0.40768 2.52839 0.177 -0.210 -0.121
H -2.51262 0.85273 0.86412 0.183 -0.226 0.154
H -1.34193 1.79241 1.74476 0.091 -0.449 -0.039
H 0.95572 -0.96542 2.35207 0.327 0.804 -0.029
```
Positions in Å, forces in eV/Å.

=====

Record 4
One molecule with the formula C5H8N2. Source: the OMol25 dataset; level of theory: the ωB97M-V functional and the def2-TZVPD basis.

LUMO level: 0.036 Eh
DFT total energy: -304.614550 Eh
HOMO level: -7.268 eV
Multiplicity: 1
Orbital gap: 8.244 eV
Molecular weight: 96.13 g mol⁻¹
ΔE to the lowest compared entry with this formula, charge and spin: 138.6 kcal/mol

```
15
Properties=species:S:1:pos:R:3:forces:R:3
C 1.88349 0.61827 -1.68637 0.224 -0.239 -0.251
C 0.57395 0.44985 -0.57441 0.144 0.026 0.035
C 0.04599 -0.75405 -0.34939 0.105 0.193 -0.161
N -0.87463 -0.99219 0.70713 -0.010 0.286 0.108
C -1.60728 -0.01053 1.26960 0.054 -0.541 0.152
N -2.26730 -0.43159 2.36320 -0.059 0.112 -0.042
C 1.06282 1.69122 -0.47970 -0.300 -0.179 0.061
H 2.08408 1.50850 -2.29305 -0.138 -0.122 0.229
H 2.80439 0.23252 -1.25130 -0.262 0.081 -0.054
H 1.43563 -0.09555 -2.39389 0.000 0.096 0.118
H 0.26622 -1.60235 -0.99159 -0.004 0.235 0.115
H -0.83264 -1.93698 1.09796 -0.050 0.237 -0.032
H -2.87289 0.21604 2.84195 0.167 -0.125 -0.150
H -2.22432 -1.37028 2.76257 0.064 0.166 -0.170
H 0.52248 2.47713 -1.02272 0.066 -0.226 0.040
```
Positions in Å, forces in eV/Å.

=====

Record 5
One molecule with the formula C5H8N2. Source: the OMol25 dataset; level of theory: the ωB97M-V functional and the def2-TZVPD basis.

LUMO level: 0.039 Eh
DFT total energy: -304.831497 Eh
HOMO level: -7.761 eV
Multiplicity: 1
Structure (SMILES): Cc1c[nH]c(N)c1
Orbital gap: 8.809 eV
Molecular weight: 96.13 g mol⁻¹
ΔE to the lowest compared entry with this formula, charge and spin: 2.5 kcal/mol

```
15
Properties=species:S:1:pos:R:3:forces:R:3
C -2.37364 -0.23538 0.21113 -0.139 -0.048 0.029
C -0.92492 0.03654 -0.05642 0.030 0.157 0.028
C -0.38810 1.22007 -0.49959 -0.134 0.014 0.019
N 0.97818 1.10200 -0.48200 0.225 -0.063 -0.037
C 1.32899 -0.14221 -0.03978 -0.166 0.066 -0.031
N 2.69960 -0.48805 0.02604 0.021 -0.179 0.139
C 0.17025 -0.83089 0.22837 0.061 -0.021 0.059
H -3.02144 0.28877 -0.49787 0.080 -0.087 0.051
H -2.60117 -1.30618 0.15720 0.053 0.195 -0.045
H -2.65240 0.10651 1.21535 0.023 -0.091 -0.123
H -0.86541 2.13408 -0.82331 0.036 -0.111 0.083
H 1.64877 1.78976 -0.78577 -0.123 -0.124 0.002
H 3.06963 -0.36298 0.96402 -0.032 0.022 -0.128
H 2.82061 -1.46481 -0.21584 0.055 0.118 -0.020
H 0.11104 -1.84723 0.59846 0.009 0.153 -0.026
```
Positions in Å, forces in eV/Å.

=====

Record 6
One molecule with the formula C5H8N2 in a non-equilibrium geometry. Source: the OMol25 dataset; level of theory: the ωB97M-V functional and the def2-TZVPD basis.

LUMO level: 0.038 Eh
DFT total energy: -304.818320 Eh
HOMO level: -7.468 eV
Multiplicity: 1
Structure (SMILES): Cc1c[nH]c(N)c1
Orbital gap: 8.514 eV
Molecular weight: 96.13 g mol⁻¹
ΔE to the lowest compared entry with this formula, charge and spin: 10.8 kcal/mol

```
15
Properties=species:S:1:pos:R:3:forces:R:3
C 1.73511 -0.78788 -1.45022 0.136 -0.015 -0.104
C 0.61177 -0.42221 -0.54511 -0.018 -0.107 -0.066
C -0.17186 -1.28206 0.16015 0.041 -0.135 -0.344
N -1.09220 -0.53437 0.86308 -0.132 -0.067 -0.289
C -0.89737 0.79383 0.58005 0.076 -0.337 0.095
N -1.71809 1.56898 1.40558 -0.001 0.166 -0.020
C 0.15579 0.92211 -0.27919 -0.013 -0.032 0.134
H 1.51807 -0.43576 -2.46430 0.143 -0.083 0.058
H 2.67456 -0.32838 -1.12695 -0.042 -0.078 -0.087
H 1.87079 -1.87320 -1.48179 0.029 0.163 -0.024
H -0.17713 -2.35853 0.24251 0.111 0.084 -0.167
H -2.03606 -0.83306 1.04994 0.142 -0.201 0.222
H -1.49148 1.16376 2.30726 -0.503 0.965 0.407
H -1.61755 2.57254 1.35624 0.215 -0.165 0.089
H 0.63564 1.83422 -0.61725 -0.184 -0.161 0.097
```
Positions in Å, forces in eV/Å.

=====

Record 7
One molecule with the formula C5H8N2. Source: the OMol25 dataset; level of theory: the ωB97M-V functional and the def2-TZVPD basis.

LUMO level: 0.010 Eh
DFT total energy: -304.665365 Eh
HOMO level: -7.003 eV
Multiplicity: 1
Orbital gap: 7.280 eV
Molecular weight: 96.13 g mol⁻¹
ΔE to the lowest compared entry with this formula, charge and spin: 106.8 kcal/mol

```
15
Properties=species:S:1:pos:R:3:forces:R:3
C -2.47579 -0.54673 0.15187 0.127 0.043 0.269
N -1.35952 0.29063 -0.65333 0.029 -0.110 -0.022
C -0.18857 -0.53237 -0.73113 0.279 0.096 0.058
C 0.81866 0.08134 -0.08839 -0.198 -0.210 -0.136
C 2.18965 -0.42372 0.22377 0.063 -0.042 -0.012
C 0.24397 1.33958 0.35504 -0.299 0.150 -0.076
N -0.98964 1.50223 0.00910 0.433 -0.010 0.209
H -1.76772 0.54493 -1.55083 0.011 -0.076 0.129
H -2.71117 0.16343 0.96333 -0.086 -0.198 -0.255
H -1.86306 -1.34401 0.61587 -0.187 0.201 -0.072
H -0.27782 -1.51204 -1.17917 0.031 0.144 0.051
H 2.95510 0.26898 -0.14152 -0.104 -0.095 0.050
H 2.36284 -1.39995 -0.23632 -0.029 0.151 0.055
H 2.32947 -0.53099 1.30541 -0.037 0.031 -0.156
H 0.73357 2.09869 0.95630 -0.033 -0.075 -0.092
```
Positions in Å, forces in eV/Å.

=====

Record 8
A 2-piece molecular cluster, C5H8N2 overall. Source: the OMol25 dataset; level of theory: the ωB97M-V functional and the def2-TZVPD basis.

LUMO level: 0.035 Eh
DFT total energy: -304.711189 Eh
HOMO level: -7.669 eV
Multiplicity: 1
Orbital gap: 8.626 eV
Molecular weight: 96.13 g mol⁻¹
ΔE to the lowest compared entry with this formula, charge and spin: 78.0 kcal/mol

```
15
Properties=species:S:1:pos:R:3:forces:R:3
C -2.28252 -0.20256 0.25207 0.001 0.035 -0.007
C -0.82621 0.10046 0.05694 -0.044 -0.057 -0.031
C -0.29094 1.24034 -0.42555 -0.152 0.082 -0.025
N 1.11976 1.10270 -0.61621 0.076 -0.078 0.143
C 1.45177 -0.11139 -0.11220 -0.201 -0.061 0.054
N 2.52477 -0.66502 0.44463 0.019 -0.115 -0.079
C 0.28129 -0.87808 0.19764 -0.333 0.195 -0.228
H -2.60671 -1.00885 -0.41834 0.090 0.112 0.081
H -2.48906 -0.54131 1.27332 0.094 0.072 -0.123
H -2.91263 0.66913 0.04841 0.136 -0.091 0.026
H -0.77160 2.17079 -0.71022 0.083 -0.215 0.070
H 1.73935 1.89800 -0.57346 -0.052 -0.130 -0.003
H 1.46582 -1.40431 0.93399 0.263 0.136 -0.075
H 3.44466 -0.56507 0.01717 -0.145 0.046 0.095
H 0.15226 -1.80481 -0.36818 0.167 0.069 0.104
```
Positions in Å, forces in eV/Å.

=====

Record 9
One molecule with the formula C5H8N2 in a non-equilibrium geometry. Source: the OMol25 dataset; level of theory: the ωB97M-V functional and the def2-TZVPD basis.

LUMO level: 0.033 Eh
DFT total energy: -304.773532 Eh
HOMO level: -9.830 eV
Multiplicity: 1
Structure (SMILES): C[C@H]1[C@@H](C#N)N1C
Orbital gap: 10.740 eV
Molecular weight: 96.13 g mol⁻¹
ΔE to the lowest compared entry with this formula, charge and spin: 38.9 kcal/mol

```
15
Properties=species:S:1:pos:R:3:forces:R:3
C 1.07907 -0.82292 -1.38921 0.017 -0.026 0.010
C -0.06819 -0.10356 -0.72849 0.025 -0.027 -0.189
C -0.72770 -0.59528 0.52070 -0.144 -0.114 0.101
C -0.25614 -1.77672 1.22162 0.409 -0.901 0.489
N 0.14467 -2.70711 1.78251 -0.473 0.944 -0.620
N 0.17941 0.53678 0.53942 0.094 0.067 0.058
C -0.37431 1.85676 0.81865 -0.101 0.159 0.027
H 1.76600 -1.21788 -0.63509 -0.136 0.060 -0.094
H 0.72169 -1.65388 -2.00510 0.010 0.108 0.062
H 1.63181 -0.13238 -2.03391 -0.051 -0.083 0.092
H -0.76073 0.41098 -1.40365 0.133 -0.089 0.146
H -1.79987 -0.41248 0.61649 0.224 -0.020 0.013
H -0.63920 2.38091 -0.10663 0.018 -0.021 0.100
H 0.37316 2.44848 1.35648 -0.153 -0.070 -0.130
H -1.26967 1.78829 1.44619 0.127 0.012 -0.067
```
Positions in Å, forces in eV/Å.

=====

Record 10
One molecule with the formula C5H8N2 in a non-equilibrium geometry. Source: the OMol25 dataset; level of theory: the ωB97M-V functional and the def2-TZVPD basis.

LUMO level: 0.007 Eh
DFT total energy: -304.709326 Eh
HOMO level: -7.817 eV
Multiplicity: 1
Orbital gap: 8.012 eV
Molecular weight: 96.13 g mol⁻¹
ΔE to the lowest compared entry with this formula, charge and spin: 79.2 kcal/mol

```
15
Properties=species:S:1:pos:R:3:forces:R:3
C 0.76128 -0.79677 -2.39619 0.456 -0.048 0.266
N 0.81371 -0.40920 -0.96040 0.159 0.297 1.041
C -0.30596 -0.05038 -0.37676 0.082 0.091 0.465
C -0.26264 0.29934 0.97074 0.094 -0.005 -0.029
C -1.43566 0.75606 1.78806 -0.062 0.055 0.101
C 1.08337 0.16915 1.36891 0.574 -0.024 0.004
N 2.03246 -0.22167 0.60126 -1.624 -0.512 -3.134
H 0.95612 -1.86450 -2.54262 0.102 0.151 0.207
H 1.48564 -0.23574 -2.99182 0.041 -0.038 0.229
H -0.23482 -0.59880 -2.84803 0.455 0.051 0.640
H -1.24875 -0.02182 -0.93569 0.350 -0.067 0.092
H -1.32972 0.46909 2.83867 -0.002 0.039 -0.128
H -2.35838 0.29027 1.42244 0.160 0.073 0.067
H -1.58588 1.84275 1.75387 0.051 -0.152 0.030
H 1.62925 0.37222 2.30757 -0.837 0.089 0.151
```
Positions in Å, forces in eV/Å.

=====

Question: Number 3 is which compound?
Answer: C5H8N2

=====

Question: Look up the LUMO level of the eighth one.
Answer: 0.035 Eh